(1)
46
Properties=species:S:1:pos:R:3:lowdin_charge:R:1 method="wB97M-V/def2-TZVPD" homo_lumo_gap_ha=0.2748 homo_energy_ev=-4.693 total_charge=-1
Be 0.75 -0.52 0.59 0.230
C -1.80 -3.45 -2.02 -0.062
C -0.70 -2.61 -1.82 -0.132
N -0.72 -1.57 -1.02 0.108
C -1.87 -1.29 -0.34 -0.161
C -3.05 -2.04 -0.53 -0.164
C -2.98 -3.16 -1.39 -0.023
C -4.24 -1.63 0.12 -0.063
C -4.21 -0.54 0.94 -0.092
C -3.03 0.19 1.18 -0.019
C -1.83 -0.18 0.58 -0.186
N -0.60 0.44 0.71 0.017
C -0.41 1.80 0.56 -0.186
C -1.16 2.83 1.10 -0.018
C -0.83 4.18 0.83 -0.093
C 0.22 4.53 0.04 -0.065
C 1.00 3.51 -0.57 -0.163
C 2.11 3.77 -1.40 -0.022
C 2.78 2.73 -1.98 -0.060
C 2.32 1.42 -1.75 -0.129
N 1.31 1.14 -0.97 0.108
C 0.66 2.16 -0.34 -0.158
H -1.71 -4.32 -2.66 0.097
H 0.24 -2.80 -2.33 0.109
H -3.85 -3.78 -1.52 0.110
H -5.15 -2.20 -0.03 0.101
H -5.12 -0.23 1.44 0.096
H -3.05 1.00 1.88 0.086
H -1.97 2.62 1.77 0.083
H -1.43 4.95 1.29 0.097
H 0.48 5.57 -0.13 0.101
H 2.43 4.79 -1.55 0.110
H 3.65 2.90 -2.60 0.097
H 2.82 0.58 -2.22 0.111
N 3.13 -2.23 0.68 0.138
C 3.31 -0.91 1.04 -0.465
N 4.48 -0.32 1.19 0.021
N 4.16 0.96 1.52 -0.092
N 2.89 1.12 1.54 -0.038
N 2.30 -0.06 1.25 0.002
C 1.92 -2.84 1.00 -0.463
N 1.74 -4.14 1.13 0.022
N 0.42 -4.25 1.42 -0.091
N -0.15 -3.10 1.46 -0.038
N 0.79 -2.15 1.20 0.005
H 3.94 -2.82 0.71 0.131

---

(2)
103
Properties=species:S:1:pos:R:3:lowdin_charge:R:1 method="wB97M-V/def2-TZVPD" homo_lumo_gap_ha=0.2187 homo_energy_ev=-6.357 de_lowest_kcal_mol=148.01 total_charge=0
Y -0.91 -0.29 0.65 1.033
C -1.57 -2.84 -2.99 -0.038
C -2.58 -3.77 -2.78 -0.065
C -3.22 -3.79 -1.56 -0.006
C -2.81 -2.88 -0.59 -0.238
N -1.86 -1.99 -0.77 -0.020
C -1.25 -1.97 -1.96 -0.134
C -3.29 -2.67 0.76 -0.153
C -4.33 -3.51 1.19 -0.006
C -4.83 -3.39 2.45 -0.044
C -4.24 -2.43 3.23 -0.010
C -3.21 -1.64 2.72 -0.144
N -2.63 -1.65 1.45 0.113
C -2.63 -0.67 3.62 -0.214
C -2.94 -0.38 4.95 0.005
C -2.21 0.60 5.59 -0.051
C -1.21 1.26 4.89 -0.018
C -0.99 0.90 3.58 -0.137
N -1.70 -0.06 2.94 0.003
H -1.05 -2.79 -3.94 0.110
H -2.87 -4.47 -3.56 0.106
H -4.01 -4.50 -1.38 0.100
H -0.45 -1.22 -2.05 0.043
H -4.74 -4.25 0.53 0.106
H -5.63 -4.02 2.82 0.117
H -4.58 -2.29 4.25 0.105
H -3.72 -0.90 5.49 0.104
H -2.42 0.86 6.62 0.110
H -0.61 2.03 5.35 0.117
H -0.24 1.35 3.00 0.045
Cl -0.31 6.76 2.82 0.649
C -0.88 5.16 2.45 -0.711
C -0.01 4.23 1.89 -0.685
Cl 1.63 4.66 1.55 0.676
C -0.48 2.95 1.60 -0.519
Cl 0.61 1.76 0.88 0.848
C -1.82 2.54 1.84 -0.496
O -2.22 1.35 1.56 -0.241
C -2.65 3.52 2.41 -0.579
Cl -4.30 3.10 2.75 0.706
C -2.20 4.81 2.71 -0.692
Cl -3.28 5.97 3.41 0.671
O 0.27 -0.31 -0.93 -0.751
Cl 2.33 2.80 -4.17 0.685
C 3.20 1.81 -3.05 -0.659
C 3.22 2.14 -1.71 -0.098
C 3.91 1.34 -0.82 -0.019
C 4.59 0.20 -1.24 -0.176
C 5.30 -0.64 -0.20 -0.282
C 4.56 -1.96 0.05 -0.060
N 3.33 -1.71 0.76 -0.060
C 3.16 -1.66 2.13 -0.055
C 1.84 -1.36 2.31 -0.129
N 1.21 -1.22 1.09 -0.065
C 2.13 -1.46 0.18 -0.139
O 6.64 -0.85 -0.61 -0.128
C 7.59 -0.90 0.44 -0.158
C 7.80 -2.28 0.97 -0.327
C 8.28 -3.34 0.24 -0.984
Cl 8.74 -3.33 -1.42 0.671
S 8.41 -4.78 1.12 1.007
C 7.83 -4.01 2.54 -0.412
C 7.55 -2.69 2.31 -0.150
C 4.55 -0.12 -2.60 -0.570
Cl 5.33 -1.53 -3.24 0.746
C 3.86 0.68 -3.50 -0.121
H 2.69 3.02 -1.35 0.097
H 3.90 1.61 0.23 0.118
H 5.31 -0.06 0.74 0.144
H 5.16 -2.65 0.64 0.130
H 4.32 -2.48 -0.87 0.116
H 3.96 -1.83 2.82 0.112
H 1.31 -1.22 3.24 0.097
H 1.98 -1.46 -0.88 0.129
H 7.32 -0.21 1.25 0.129
H 8.53 -0.53 0.02 0.134
H 7.73 -4.57 3.45 0.066
H 7.18 -2.04 3.09 0.111
H 3.84 0.42 -4.55 0.104
O -3.12 -0.28 -0.71 -0.491
S -2.38 0.85 -1.36 1.014
C -2.49 0.55 -3.13 -0.343
C -3.53 -0.21 -3.64 -0.069
C -3.60 -0.43 -5.01 -0.073
C -2.64 0.11 -5.86 -0.079
C -1.60 0.86 -5.33 -0.068
C -1.52 1.08 -3.96 -0.064
C -3.55 2.22 -1.38 -0.339
C -3.13 3.48 -1.78 -0.074
C -4.02 4.54 -1.78 -0.075
C -5.33 4.34 -1.37 -0.082
C -5.75 3.09 -0.95 -0.077
C -4.86 2.02 -0.95 -0.070
H -4.27 -0.64 -2.98 0.120
H -4.41 -1.03 -5.41 0.105
H -2.70 -0.07 -6.92 0.102
H -0.84 1.27 -5.99 0.104
H -0.70 1.66 -3.56 0.102
H -2.10 3.64 -2.09 0.114
H -3.69 5.52 -2.10 0.105
H -6.03 5.17 -1.37 0.103
H -6.77 2.93 -0.63 0.105
H -5.18 1.04 -0.62 0.112

---

(3)
59
Properties=species:S:1:pos:R:3:lowdin_charge:R:1 method="wB97M-V/def2-TZVPD" homo_lumo_gap_ha="0.1965 / 0.2360" homo_energy_ev="-6.609 / -6.746" de_lowest_kcal_mol=14.49 total_charge=0
O -2.23 3.12 -2.56 -0.266
H -2.37 3.42 -3.47 0.021
Be -0.46 0.41 -0.48 0.014
N -1.62 1.72 0.04 -0.060
N 0.78 1.82 -0.48 -0.053
N -1.63 -0.93 -0.77 -0.021
N 0.67 -0.72 -1.39 -0.003
O -2.67 1.44 0.68 0.009
O -2.74 -1.06 -0.04 0.002
O 1.99 -0.54 -1.63 -0.039
O 2.09 1.74 -0.59 -0.129
C 0.27 3.03 -0.19 -0.214
C -1.10 2.96 0.12 -0.206
C -1.22 -2.00 -1.42 -0.233
C 0.16 -1.90 -1.76 -0.213
C -1.99 4.09 0.49 0.002
H -2.65 4.31 -0.35 0.094
H -1.39 4.98 0.72 0.075
H -2.58 3.80 1.37 0.090
C 1.13 4.23 -0.23 0.002
H 1.44 4.45 -1.25 0.104
H 2.04 4.08 0.37 0.088
H 0.60 5.10 0.16 0.073
C -2.07 -3.20 -1.62 0.001
C 0.96 -3.00 -2.35 0.000
H -3.12 -2.88 -1.67 0.091
H -1.95 -3.90 -0.78 0.096
H -1.80 -3.72 -2.54 0.085
H 2.02 -2.72 -2.42 0.081
H 0.58 -3.24 -3.35 0.096
H 0.88 -3.91 -1.74 0.094
H -2.87 -0.09 0.28 0.072
H 2.15 0.43 -1.28 0.043
C -0.71 1.28 -2.63 0.038
H -1.28 2.38 -2.64 -0.081
H -1.33 0.49 -3.04 0.002
H 0.33 1.28 -2.96 -0.002
O -3.14 0.82 -1.86 -0.140
H -2.91 1.75 -2.19 -0.003
H -4.03 0.61 -2.20 0.063
O -0.44 -0.01 1.13 0.034
C 0.54 -0.43 1.80 -0.340
C 0.26 -1.15 3.09 -0.082
C 0.65 -2.62 3.02 -0.183
C 2.13 -2.85 3.28 -0.213
C 3.04 -2.26 2.22 -0.179
C 2.97 -0.73 2.11 -0.157
N 1.81 -0.26 1.38 0.115
H 0.79 -0.60 3.88 0.133
H -0.82 -1.04 3.24 0.134
H 0.04 -3.16 3.75 0.116
H 0.37 -3.02 2.03 0.125
H 2.39 -2.43 4.26 0.117
H 2.30 -3.93 3.34 0.111
H 4.08 -2.52 2.46 0.114
H 2.83 -2.71 1.24 0.120
H 2.98 -0.29 3.13 0.127
H 3.86 -0.38 1.58 0.131
H 1.98 0.48 0.67 0.103

---

(4)
43
Properties=species:S:1:pos:R:3:lowdin_charge:R:1 method="wB97M-V/def2-TZVPD" homo_lumo_gap_ha=0.2968 homo_energy_ev=-7.300 de_lowest_kcal_mol=57.83 total_charge=0 smiles="COc1ccc(N2CCN(C(=O)[C@H]3CCCO3)CC2)cc1"
C -6.84 -0.21 0.62 -0.099
O -5.73 -1.07 0.65 -0.093
C -4.53 -0.59 0.22 -0.286
C -3.46 -1.49 0.25 -0.005
C -2.20 -1.11 -0.14 -0.023
C -1.94 0.19 -0.60 -0.235
N -0.69 0.60 -1.07 -0.107
C 0.38 -0.35 -1.24 -0.136
C 1.21 -0.53 0.05 -0.113
N 1.71 0.76 0.46 -0.037
C 2.99 1.18 0.46 -0.401
O 3.28 2.33 0.75 0.061
C 4.11 0.18 0.18 -0.239
C 4.32 -0.83 1.34 -0.103
C 4.67 -2.14 0.61 -0.143
C 4.76 -1.71 -0.86 -0.193
O 3.91 -0.59 -0.99 -0.117
C 0.65 1.72 0.66 -0.102
C -0.16 1.88 -0.64 -0.129
C -3.02 1.07 -0.64 -0.019
C -4.29 0.70 -0.24 -0.023
H -7.68 -0.79 0.99 0.091
H -7.06 0.13 -0.40 0.094
H -6.69 0.66 1.26 0.094
H -3.65 -2.49 0.60 0.118
H -1.41 -1.84 -0.09 0.098
H 1.04 0.03 -2.01 0.132
H -0.03 -1.31 -1.58 0.120
H 0.57 -0.92 0.85 0.128
H 2.02 -1.22 -0.15 0.111
H 5.02 0.79 0.06 0.157
H 3.41 -0.93 1.93 0.112
H 5.12 -0.49 1.99 0.117
H 5.61 -2.57 0.95 0.108
H 3.88 -2.88 0.74 0.106
H 4.42 -2.46 -1.57 0.124
H 5.79 -1.42 -1.11 0.124
H -0.01 1.37 1.46 0.135
H 1.10 2.67 0.95 0.122
H 0.50 2.26 -1.43 0.133
H -0.97 2.60 -0.48 0.109
H -2.88 2.07 -1.02 0.107
H -5.08 1.42 -0.29 0.102

---

(5)
119
Properties=species:S:1:pos:R:3:lowdin_charge:R:1 method="wB97M-V/def2-TZVPD" homo_lumo_gap_ha="0.2087 / 0.2015" s2=0.7786 homo_energy_ev="-9.115 / -9.142" de_lowest_kcal_mol=12.56 total_charge=+1 multiplicity=2
Ti 0.18 -0.84 -0.21 1.166
O -0.40 -4.20 -2.54 0.198
C -0.23 -3.36 -1.54 -0.405
O -0.15 -2.12 -1.72 -0.053
C -0.15 -3.79 -0.18 -0.185
C -0.32 -5.06 0.38 0.031
C -0.26 -5.17 1.76 -0.007
C 0.01 -4.03 2.54 0.059
C 0.18 -2.83 1.92 -0.147
N 0.06 -2.70 0.58 0.060
C 0.66 -1.53 2.51 -0.524
O 1.07 -1.43 3.64 0.111
O 0.75 -0.62 1.56 -0.150
H -0.38 -3.70 -3.37 0.154
H -0.50 -5.91 -0.25 0.134
H -0.40 -6.13 2.23 0.120
H 0.10 -4.09 3.62 0.137
C -2.31 -0.70 2.73 -0.025
C -1.65 0.56 2.99 -0.105
C -1.37 1.13 1.76 -0.122
C -1.78 0.16 0.69 -0.126
C -2.50 -0.92 1.40 -0.202
C -3.60 -1.84 0.90 -0.524
C -4.71 -0.96 0.31 -0.028
C -3.16 -2.89 -0.13 -0.027
C -4.22 -2.63 2.06 -0.058
C -0.76 2.49 1.42 -0.501
C -1.52 3.64 2.11 -0.035
C 0.73 2.58 1.76 -0.028
C -0.87 2.76 -0.08 -0.063
C -1.57 1.03 4.45 -0.503
C -2.81 1.87 4.79 -0.035
C -1.61 -0.18 5.41 -0.061
C -0.30 1.81 4.83 -0.048
H -2.71 -1.32 3.51 0.095
H -2.24 0.57 -0.21 0.076
H -4.39 -0.47 -0.61 0.051
H -5.00 -0.19 1.02 0.100
H -5.59 -1.57 0.08 0.089
H -2.63 -2.45 -0.97 0.055
H -4.03 -3.42 -0.53 0.099
H -2.51 -3.63 0.34 0.071
H -4.65 -1.96 2.81 0.090
H -3.48 -3.26 2.55 0.086
H -5.01 -3.27 1.68 0.089
H -1.34 3.68 3.18 0.053
H -2.60 3.53 1.95 0.097
H -1.21 4.59 1.69 0.089
H 0.93 2.48 2.82 0.058
H 1.14 3.54 1.42 0.093
H 1.27 1.78 1.26 0.053
H -1.92 2.79 -0.40 0.072
H -0.35 2.01 -0.66 0.045
H -0.43 3.73 -0.31 0.099
H -3.72 1.30 4.57 0.089
H -2.86 2.80 4.22 0.060
H -2.82 2.12 5.85 0.089
H -2.58 -0.66 5.41 0.077
H -1.43 0.17 6.43 0.086
H -0.85 -0.92 5.17 0.074
H -0.26 2.80 4.39 0.055
H 0.59 1.25 4.53 0.080
H -0.27 1.94 5.91 0.087
C -2.70 -0.16 -2.69 -0.023
N -2.10 1.17 -2.64 -0.120
C -3.01 2.30 -2.61 -0.050
C -0.77 1.28 -2.85 -0.424
N 0.10 0.39 -2.34 0.071
C 0.92 -0.17 -3.35 -0.237
C 0.37 -0.36 -4.60 -0.040
C 1.11 -0.80 -5.71 -0.065
C 2.43 -1.07 -5.57 -0.041
C 3.04 -0.97 -4.29 -0.153
C 4.42 -1.27 -4.19 -0.040
C 5.04 -1.22 -2.99 -0.059
C 4.30 -0.90 -1.84 -0.024
C 2.96 -0.59 -1.88 -0.208
N 2.29 -0.40 -0.64 0.023
C 3.15 0.14 0.28 -0.407
N 3.52 -0.51 1.38 -0.107
C 3.85 0.17 2.63 -0.013
C 3.56 -1.97 1.42 -0.007
N 3.70 1.35 0.04 -0.118
C 3.13 2.22 -0.96 -0.042
C 5.06 1.69 0.43 -0.025
C 2.29 -0.57 -3.14 -0.039
N -0.36 2.34 -3.59 -0.121
C 1.02 2.80 -3.54 -0.018
C -1.07 2.76 -4.79 -0.036
H -2.44 -0.68 -3.61 0.095
H -2.39 -0.76 -1.84 0.037
H -3.78 -0.04 -2.66 0.097
H -3.66 2.20 -1.74 0.098
H -3.64 2.35 -3.51 0.096
H -2.45 3.22 -2.52 0.092
H -0.68 -0.14 -4.75 0.101
H 0.62 -0.90 -6.67 0.110
H 3.03 -1.39 -6.40 0.115
H 4.95 -1.55 -5.09 0.115
H 6.09 -1.45 -2.90 0.111
H 4.80 -0.97 -0.88 0.108
H 3.61 1.22 2.55 0.095
H 4.90 0.04 2.89 0.098
H 3.23 -0.26 3.42 0.088
H 2.99 -2.38 0.59 0.092
H 3.15 -2.32 2.36 0.091
H 4.59 -2.31 1.35 0.103
H 2.07 2.01 -1.05 0.053
H 3.62 2.07 -1.93 0.108
H 3.26 3.26 -0.64 0.109
H 5.54 0.85 0.92 0.086
H 5.09 2.56 1.08 0.103
H 5.63 1.91 -0.48 0.103
H 1.37 2.76 -2.51 0.054
H 1.04 3.84 -3.88 0.104
H 1.68 2.21 -4.18 0.104
H -1.95 2.15 -4.95 0.086
H -0.41 2.63 -5.65 0.102
H -1.37 3.81 -4.73 0.100

---

(6)
13
Properties=species:S:1:pos:R:3:lowdin_charge:R:1 method="wB97M-V/def2-TZVPD" homo_lumo_gap_ha=0.4060 homo_energy_ev=-10.012 de_lowest_kcal_mol=38.93 total_charge=0 smiles=COCOC
C 1.19 1.20 -1.07 -0.107
O 1.19 -0.20 -1.13 -0.134
C 0.46 -0.78 -0.08 -0.309
O -0.81 -0.24 -0.14 -0.158
C -1.61 -0.50 1.01 -0.088
H 0.17 1.63 -1.23 0.103
H 1.63 1.63 -0.16 0.083
H 1.91 1.49 -1.81 0.078
H 0.91 -0.67 0.94 0.143
H 0.46 -1.85 -0.30 0.133
H -2.57 -0.06 0.86 0.075
H -1.19 -0.07 1.91 0.083
H -1.75 -1.58 1.19 0.097

---

(7)
79
Properties=species:S:1:pos:R:3:lowdin_charge:R:1 method="wB97M-V/def2-TZVPD" homo_lumo_gap_ha="0.2092 / 0.2161" s2=3.7537 homo_energy_ev="-14.658 / -14.692" de_lowest_kcal_mol=25.87 total_charge=+3 multiplicity=4
Er 0.47 -0.78 -0.42 1.107
P -0.66 1.69 0.75 0.762
P -2.34 -1.03 -0.89 0.739
P 2.59 1.00 -0.66 0.726
H 1.16 -3.26 -5.11 0.116
C 1.94 -3.11 -4.33 -0.317
C 1.72 -3.05 -2.87 -0.341
H 0.74 -3.06 -2.38 -0.018
C -1.14 3.11 -0.31 -0.233
C -2.15 1.70 1.84 -0.246
C 0.45 2.56 1.94 -0.252
C -2.78 -2.59 -1.73 -0.242
C -3.76 -1.02 0.28 -0.247
C -2.94 0.18 -2.12 -0.246
C 4.08 0.56 -1.65 -0.264
C 3.50 1.47 0.88 -0.251
C 2.20 2.64 -1.38 -0.256
H 2.86 -3.56 -4.66 0.101
H 2.57 -3.30 -2.21 0.045
H -1.49 3.93 0.34 0.077
H -1.95 2.81 -0.98 0.033
H -0.31 3.46 -0.92 0.025
H -2.12 2.61 2.46 0.070
H -2.18 0.83 2.51 0.026
H -3.07 1.74 1.24 0.054
H -0.13 3.28 2.53 0.070
H 1.25 3.10 1.42 0.032
H 0.91 1.85 2.64 0.039
H -3.73 -2.95 -1.29 0.065
H -2.01 -3.35 -1.58 0.044
H -2.90 -2.41 -2.80 0.041
H -4.68 -0.76 -0.26 0.084
H -3.60 -0.29 1.07 0.005
H -3.88 -2.01 0.73 0.056
H -3.88 -0.18 -2.57 0.081
H -2.20 0.30 -2.91 0.014
H -3.12 1.14 -1.63 0.034
H 4.93 1.07 -1.18 0.067
H 4.01 0.85 -2.70 0.048
H 4.24 -0.52 -1.59 0.046
H 4.10 2.35 0.63 0.076
H 4.18 0.67 1.20 0.055
H 2.85 1.74 1.72 0.019
H 3.11 3.03 -1.84 0.076
H 1.85 3.36 -0.63 0.041
H 1.43 2.55 -2.17 0.033
C 0.58 -0.78 -4.20 -0.463
C 0.37 0.59 -4.44 -0.108
C -0.77 0.98 -5.14 -0.050
C -1.71 0.02 -5.52 -0.050
C -1.59 -1.31 -5.13 -0.045
C -0.47 -1.68 -4.38 -0.131
S 2.31 -1.33 -4.00 1.004
H 2.43 -0.82 -5.23 -0.022
H 1.18 1.28 -4.18 0.106
H -0.90 2.03 -5.41 0.129
H -2.53 0.30 -6.17 0.125
H -2.32 -2.08 -5.42 0.136
H -0.39 -2.70 -4.01 0.094
C 2.76 -1.42 2.87 0.004
N 1.52 -1.26 3.62 -0.083
C 1.64 -1.21 5.07 0.001
C 0.37 -1.29 2.94 -0.410
O 0.45 -1.26 1.64 -0.271
N -0.82 -1.40 3.57 -0.118
C -1.16 -0.65 4.78 -0.030
C -1.88 -2.24 3.01 -0.008
H 2.74 -2.36 2.30 0.115
H 3.57 -1.47 3.60 0.113
H 2.93 -0.58 2.18 0.051
H 1.39 -0.23 5.48 0.104
H 1.05 -1.99 5.56 0.114
H 2.69 -1.40 5.31 0.101
H -2.22 -0.36 4.69 0.103
H -1.04 -1.25 5.70 0.108
H -0.56 0.26 4.87 0.097
H -2.80 -1.65 2.86 0.079
H -1.57 -2.68 2.06 0.088
H -2.13 -3.06 3.71 0.122

---

E_tot in eV, matching the order above: -39238.4051 -189896.9672 -38235.0859 -26071.1850 -88383.9133 -7334.3623 -94932.4410